DFT (ωB97M-V/def2-TZVPD) results for a molecular structure, C34H32BF4MgNOP2S2.

2S+1   1
Energy relative to the best compared isomer or geometry (same formula, charge and spin)   0.031 eV
Orbital gap   8.48 eV

CARTESIAN COORDINATES (ANGSTROEM)
Mg 1.2580 1.6048 -1.6501
C -1.5645 -0.9347 -0.5611
N -0.9654 -1.2190 0.7272
C 0.3927 -0.7914 0.9954
P 0.6339 1.0511 0.8615
C 2.0338 1.3652 1.9774
C 2.1305 2.6044 2.6125
C 3.2253 2.8992 3.4075
C 4.2382 1.9632 3.5731
C 4.1538 0.7349 2.9379
C 3.0564 0.4342 2.1407
C -0.8148 1.6695 1.7632
C -1.0065 1.3919 3.1174
C -2.1781 1.7719 3.7469
C -3.1651 2.4382 3.0299
C -2.9763 2.7328 1.6896
C -1.8000 2.3510 1.0548
C -1.8474 -1.4328 1.8018
C -1.3926 -1.9993 3.0001
C -2.2555 -2.2018 4.0612
C -3.5993 -1.8669 3.9623
C -4.0629 -1.3380 2.7701
C -3.2059 -1.1233 1.7000
P -0.4226 -0.7023 -2.0016
C 0.4755 -2.2802 -2.1367
C 1.4570 -2.3716 -3.1227
C 2.1618 -3.5494 -3.3059
C 1.9002 -4.6466 -2.4962
C 0.9300 -4.5626 -1.5090
C 0.2149 -3.3859 -1.3304
C -1.6928 -0.8585 -3.3041
C -2.3238 0.2974 -3.7529
C -3.3369 0.2175 -4.6984
C -3.7161 -1.0135 -5.2091
C -3.0841 -2.1700 -4.7708
C -2.0782 -2.0961 -3.8199
H -2.1535 -0.0039 -0.5625
H -2.2607 -1.7422 -0.8110
H 1.0896 -1.2669 0.2980
H 0.6815 -1.1072 1.9935
H 1.3476 3.3416 2.4808
H 3.2894 3.8628 3.8962
H 5.0933 2.1945 4.1954
H 4.9441 0.0044 3.0550
H 3.0218 -0.5186 1.6279
H -0.2392 0.8688 3.6763
H -2.3287 1.5398 4.7931
H -4.0831 2.7321 3.5226
H -3.7383 3.2645 1.1348
H -1.6425 2.5957 0.0101
H -0.3597 -2.3012 3.1065
H -1.8713 -2.6400 4.9739
H -4.2710 -2.0290 4.7942
H -5.1075 -1.0735 2.6631
H -3.6063 -0.6856 0.7975
H 1.6760 -1.5137 -3.7485
H 2.9223 -3.6057 -4.0734
H 2.4555 -5.5653 -2.6333
H 0.7249 -5.4153 -0.8746
H -0.5371 -3.3301 -0.5533
H -2.0207 1.2672 -3.3813
H -3.8169 1.1246 -5.0419
H -4.4993 -1.0735 -5.9540
H -3.3724 -3.1332 -5.1716
H -1.5893 -3.0033 -3.4877
C 5.9660 2.2633 0.0032
O 5.1953 1.1465 -0.4586
C 3.9877 1.3619 -0.9454
S 3.3294 2.9101 -1.0748
S 3.1436 -0.0453 -1.4219
H 6.8968 1.8366 0.3643
H 5.4357 2.7720 0.8071
H 6.1517 2.9592 -0.8134
F -1.4965 3.3378 -3.2024
B -0.1622 3.4750 -2.9324
F 0.4070 4.6043 -3.4069
F 0.0492 3.3224 -1.4961
F 0.5746 2.2855 -3.4100

Atomic forces in eV per Å
Mg -0.0620 0.0076 0.0241
C -0.0073 -0.0282 0.0257
N -0.0300 -0.0371 0.0349
C -0.0291 -0.0683 -0.0428
P 0.0587 0.0337 0.0024
C -0.0167 0.0467 0.0770
C 0.0284 -0.0360 -0.0149
C -0.0249 0.0121 -0.0025
C 0.0346 0.0193 0.0186
C -0.0181 -0.0353 -0.0212
C 0.0135 0.0119 0.0063
C -0.0060 0.0018 0.0093
C -0.0009 -0.0107 -0.0101
C 0.0101 -0.0089 0.0088
C -0.0322 0.0187 0.0044
C 0.0200 -0.0018 -0.0193
C -0.0065 0.0093 -0.0023
C 0.0197 0.0080 0.0073
C 0.0005 0.0007 -0.0038
C 0.0216 -0.0067 0.0197
C -0.0216 0.0041 -0.0164
C -0.0090 0.0012 0.0143
C -0.0005 0.0022 -0.0112
P 0.0118 -0.0184 0.0153
C -0.0347 0.0095 -0.0028
C 0.0113 0.0153 -0.0060
C 0.0020 -0.0176 0.0020
C 0.0095 0.0001 -0.0186
C -0.0096 0.0078 0.0118
C 0.0053 -0.0071 0.0052
C 0.0117 -0.0291 -0.0138
C 0.0200 0.0261 0.0005
C -0.0123 0.0234 -0.0114
C -0.0091 -0.0075 -0.0012
C 0.0148 -0.0059 0.0138
C -0.0204 0.0233 -0.0185
H 0.0088 -0.0030 -0.0043
H -0.0008 0.0197 -0.0021
H -0.0002 0.0166 0.0225
H 0.0179 0.0227 0.0095
H -0.0082 -0.0027 0.0022
H 0.0018 0.0006 0.0027
H 0.0005 0.0006 0.0003
H 0.0017 0.0011 0.0010
H -0.0089 -0.0053 -0.0006
H -0.0011 -0.0002 -0.0024
H 0.0005 -0.0003 0.0021
H 0.0001 -0.0036 0.0035
H -0.0018 0.0005 -0.0018
H -0.0130 -0.0104 0.0253
H 0.0023 -0.0060 -0.0023
H -0.0010 -0.0011 0.0001
H -0.0022 0.0030 0.0017
H -0.0025 -0.0017 0.0021
H 0.0045 -0.0026 -0.0016
H -0.0062 0.0098 0.0012
H 0.0023 -0.0074 0.0012
H 0.0027 0.0001 0.0017
H -0.0005 -0.0018 -0.0009
H -0.0001 0.0001 0.0032
H -0.0056 -0.0079 0.0000
H -0.0018 -0.0010 0.0000
H 0.0009 -0.0037 0.0000
H -0.0046 0.0007 -0.0023
H 0.0103 0.0041 0.0086
C -0.0148 0.0005 0.0247
O 0.0461 -0.0247 -0.0028
C -0.0494 0.0086 -0.0279
S 0.0315 0.0158 -0.0072
S 0.0159 0.0435 -0.0335
H 0.0014 -0.0039 -0.0020
H 0.0093 0.0113 0.0038
H -0.0083 -0.0016 -0.0017
F 0.0202 -0.0052 -0.0462
B -0.0455 0.0115 0.0749
F 0.0493 0.0139 0.0180
F 0.0259 -0.0662 -0.0964
F -0.0201 0.0117 -0.0590

Need the Löwdin charges? In units of e they are: Mg 0.289; C -0.325; N -0.174; C -0.310; P 1.042; C -0.376; C -0.092; C -0.076; C -0.090; C -0.079; C -0.103; C -0.361; C -0.087; C -0.071; C -0.077; C -0.069; C -0.088; C -0.239; C -0.038; C -0.089; C -0.104; C -0.086; C -0.032; P 1.062; C -0.407; C -0.136; C -0.072; C -0.078; C -0.073; C -0.089; C -0.351; C -0.078; C -0.068; C -0.083; C -0.079; C -0.080; H 0.085; H 0.106; H 0.054; H 0.079; H 0.114; H 0.106; H 0.104; H 0.109; H 0.094; H 0.115; H 0.108; H 0.105; H 0.107; H 0.093; H 0.105; H 0.103; H 0.098; H 0.105; H 0.101; H 0.103; H 0.108; H 0.104; H 0.105; H 0.102; H 0.083; H 0.109; H 0.103; H 0.104; H 0.102; C -0.091; O -0.206; C -1.248; S 0.706; S 0.638; H 0.095; H 0.072; H 0.082; F 0.169; B -1.206; F 0.208; F 0.016; F 0.015